Formula: C33H36ClF5NO4P
Source: the OMol25 dataset
Level of theory: the ωB97M-V functional and the def2-TZVPD basis

Structure (ORCA input):
```
! RIJCOSX wB97M-V def2-TZVPD def2/J DEFGRID3
* xyz 0 1
C -2.55 2.93 6.12
C -3.75 3.32 5.18
C -4.46 2.00 4.72
C -4.36 1.74 3.17
N -2.95 1.48 2.77
C -2.76 0.21 2.09
C -1.35 0.21 1.32
C -0.62 1.62 1.55
C -1.12 2.76 0.59
O 0.23 2.04 0.49
O -3.74 -0.07 1.07
C -4.48 -1.18 1.27
O -5.44 -1.30 1.90
F -4.04 -2.25 0.56
P -2.58 -1.16 3.42
O -1.91 -2.46 2.62
Cl -1.04 -0.53 4.73
H -1.75 2.45 5.53
H -2.16 3.86 6.59
H -2.85 2.21 6.90
H -4.46 3.85 5.84
H -3.45 3.96 4.33
H -4.07 1.08 5.20
H -5.55 2.10 4.93
H -4.66 2.70 2.68
H -5.07 0.93 2.95
H -2.42 1.52 3.63
H -1.48 0.17 0.22
H -0.66 -0.55 1.72
H -0.37 1.91 2.60
H -1.57 2.50 -0.37
H -0.75 3.78 0.76
H -1.85 -3.21 3.24
F -3.44 -0.96 -6.42
C -3.50 -1.33 -5.13
C -4.16 -0.52 -4.22
C -4.23 -0.91 -2.89
C -3.64 -2.10 -2.48
C -2.98 -2.90 -3.40
C -2.91 -2.52 -4.73
H -4.61 0.40 -4.56
H -4.75 -0.29 -2.17
H -3.69 -2.40 -1.44
H -2.51 -3.82 -3.08
H -2.41 -3.14 -5.47
F 3.89 -3.63 -1.92
C 2.92 -3.61 -2.85
C 1.68 -3.10 -2.51
C 0.67 -3.07 -3.46
C 0.91 -3.55 -4.74
C 2.16 -4.07 -5.07
C 3.18 -4.09 -4.12
H 1.51 -2.73 -1.51
H -0.30 -2.66 -3.21
H 0.12 -3.53 -5.48
H 2.35 -4.45 -6.06
H 4.16 -4.48 -4.36
F 1.62 -1.22 1.27
C 2.97 -1.22 1.34
C 3.58 -1.34 2.57
C 4.97 -1.35 2.64
C 5.72 -1.22 1.48
C 5.09 -1.09 0.25
C 3.71 -1.10 0.18
H 2.97 -1.43 3.47
H 5.46 -1.45 3.60
H 6.80 -1.22 1.54
H 5.68 -0.99 -0.65
H 3.20 -1.01 -0.77
F 7.00 2.81 -0.66
C 5.91 3.05 -1.41
C 4.68 2.57 -1.00
C 3.56 2.82 -1.77
C 3.68 3.54 -2.95
C 4.92 4.01 -3.36
C 6.04 3.77 -2.58
H 4.61 2.01 -0.08
H 2.59 2.45 -1.45
H 2.80 3.73 -3.56
H 5.01 4.57 -4.29
H 7.02 4.14 -2.88
*
```

LUMO: 0.26 eV
Calculated total energy: -79881.39717 eV
Orbital gap: 9.10 eV